The following is a DFT calculation (the ωB97M-V functional and the def2-TZVPD basis) of a cluster of 6 separate species, C31H37F40NO8P2 in total.

net charge	0
energy	-177891.099	eV
SMILES string	FC(F)C(F)(F)COC(F)(F)C(F)F.FC(F)C(F)(F)COC(F)(F)C(F)F.FC(F)C(F)(F)COC(F)(F)C(F)F.FC(F)C(F)(F)COC(F)(F)C(F)F.FC(F)C(F)(F)COC(F)(F)C(F)F.CCOC[PH2](CCOC=O)[PH2]=N

Positions of all 119 atoms, in Å:
C: 3.6070 1.2996 3.0889
C: 2.2989 0.6351 2.6810
O: 1.5034 1.5734 1.9704
C: 0.6361 0.9944 1.0156
P: -0.7988 -0.0334 1.7185
C: -1.2216 1.1708 3.0623
C: -1.2819 2.6291 2.6283
O: -1.7224 3.4379 3.7338
C: -0.7597 3.7260 4.6294
O: -0.9974 4.0882 5.7305
P: -2.4263 -1.5969 2.1905
N: -2.5367 -2.4964 0.8888
H: 3.8720 1.0557 4.1176
H: 4.4323 0.9842 2.4518
H: 3.4988 2.3809 3.0028
H: 1.7557 0.2837 3.5688
H: 2.4819 -0.2368 2.0415
H: 1.1968 0.3407 0.3301
H: 0.2260 1.8100 0.4099
H: 0.0632 -1.1602 1.8825
H: -1.4698 0.0461 0.4684
H: -0.5002 1.0232 3.8718
H: -2.2016 0.8963 3.4612
H: -0.3198 2.9985 2.2779
H: -2.0252 2.7775 1.8502
H: 0.2580 3.6246 4.2194
H: -2.0341 -2.2605 3.3790
H: -3.6494 -0.9736 2.5553
H: -2.2914 -3.4644 1.0467
C: -1.8084 -1.3580 -5.0132
C: -1.5109 0.1360 -5.1965
C: -0.0726 0.5316 -5.5553
F: 0.7724 0.1953 -4.5607
F: -0.0192 1.8691 -5.7250
F: -1.9253 0.8358 -4.1263
F: -2.2545 0.5269 -6.2779
O: -1.8557 -1.8165 -3.6781
C: -0.7707 -2.3286 -3.0391
C: -0.4619 -1.5552 -1.7511
F: -0.1837 -0.2637 -2.0407
F: 0.6342 -2.1003 -1.1726
F: 0.3091 -2.4087 -3.8414
F: -1.0685 -3.5960 -2.6558
H: -2.8245 -1.4835 -5.3839
H: -1.1476 -1.9620 -5.6351
H: 0.2421 0.0426 -6.4807
H: -1.3110 -1.6169 -1.0639
C: -0.2745 -6.7860 -2.8476
C: 1.2088 -6.4424 -2.6584
C: 2.1065 -6.4550 -3.9011
F: 2.1719 -7.6896 -4.4357
F: 3.3562 -6.0976 -3.5197
F: 1.7566 -7.2228 -1.7037
F: 1.2499 -5.1520 -2.2195
O: -0.6375 -8.1087 -2.5023
C: -0.6468 -9.1204 -3.4111
C: 0.2623 -10.2795 -2.9718
F: 1.5356 -9.8539 -2.8629
F: 0.2152 -11.2481 -3.9113
F: -0.3354 -8.7027 -4.6497
F: -1.9049 -9.6245 -3.4631
H: -0.8006 -6.1598 -2.1291
H: -0.6227 -6.5061 -3.8415
H: 1.7477 -5.7470 -4.6516
H: -0.0767 -10.6780 -2.0144
C: 5.6906 -6.8032 -1.2855
C: 6.7809 -5.8562 -1.7995
C: 8.1568 -6.4592 -2.1080
F: 8.7227 -6.9474 -0.9861
F: 8.9582 -5.4882 -2.5975
F: 6.9214 -4.8018 -0.9743
F: 6.3302 -5.3946 -3.0062
O: 5.4818 -6.8005 0.1144
C: 6.1237 -7.6597 0.9475
C: 6.9038 -6.9052 2.0359
F: 7.8407 -6.1181 1.4752
F: 7.5214 -7.8044 2.8329
F: 6.9164 -8.5230 0.2916
F: 5.1847 -8.3944 1.5978
H: 4.7636 -6.4147 -1.7007
H: 5.8286 -7.8104 -1.6788
H: 8.0705 -7.2564 -2.8505
H: 6.2195 -6.2976 2.6301
C: -0.7426 7.5315 3.4029
C: 0.3818 6.8483 2.6091
C: 1.6408 7.6652 2.2930
F: 1.3422 8.6917 1.4751
F: 2.5249 6.8627 1.6625
F: -0.0987 6.2903 1.4839
F: 0.8220 5.8365 3.4255
O: -1.8335 8.0217 2.6490
C: -1.8501 9.2907 2.1438
C: -2.0347 9.2744 0.6185
F: -1.0066 8.6191 0.0453
F: -2.0352 10.5483 0.1722
F: -0.7662 9.9934 2.5017
F: -2.9303 9.9250 2.6594
H: -1.1638 6.7412 4.0240
H: -0.3374 8.2904 4.0727
H: 2.0962 8.0444 3.2113
H: -2.9764 8.7882 0.3592
C: -6.1681 5.1615 2.5552
C: -5.0524 4.5974 1.6665
C: -3.8490 5.5072 1.3913
F: -4.2305 6.6021 0.7019
F: -2.9553 4.8259 0.6370
F: -5.5511 4.1372 0.5048
F: -4.5381 3.5311 2.3546
O: -7.2948 5.6729 1.8734
C: -7.4063 6.9877 1.5364
C: -7.6349 7.1582 0.0258
F: -6.5935 6.6490 -0.6591
F: -7.7273 8.4759 -0.2525
F: -6.3578 7.7162 1.9548
F: -8.5093 7.4837 2.1473
H: -6.5425 4.3012 3.1077
H: -5.7647 5.8718 3.2769
H: -3.3662 5.8127 2.3224
H: -8.5546 6.6528 -0.2726